(1)
ORCA calculation (wB97M-V/def2-TZVPD) on a 5-piece molecular cluster, C28H68BrFN3O12P2S overall.

The net charge is +1. The HOMO-LUMO gap comes out at 7.852 eV. The electronic energy comes out at -5929.235167 a.u. As for the HOMO energy: -10.284 eV. As for the strongest force on any atom: 0.59 eV Å⁻¹.

Geometry (Å):
C  -0.55284  0.21800  -0.47355
C  -0.50562  0.74221  -1.89770
S  1.19403  0.79442  -2.53211
C  1.24678  -0.82178  -3.34140
C  2.63824  -1.25864  -3.85604
C  3.82379  -0.59600  -3.12425
C  4.25978  0.79846  -3.57976
N  2.69526  -2.70338  -3.60149
C  3.73568  -3.48798  -4.20922
Br  4.96774  -4.14473  -2.81423
C  3.11994  -4.71264  -4.90101
N  2.44497  -5.59332  -3.97662
C  4.61582  -2.77730  -5.28194
F  5.86351  -2.39606  -4.84862
N  4.06249  -1.47655  -5.88142
C  4.20873  -1.44460  -7.39070
C  5.02250  -0.25615  -7.86996
O  6.36146  -0.46601  -7.46266
C  2.67953  -1.08347  -5.39694
P  2.16856  0.57458  -6.14483
P  0.31823  -0.19011  -7.03926
O  -0.21903  -1.39628  -6.39546
O  0.62584  -0.42920  -8.59740
O  -0.51122  1.15326  -7.05958
H  -0.07536  0.93548  0.19320
H  -0.02672  -0.73009  -0.36972
H  -1.58569  0.09033  -0.14352
H  -1.10755  0.15379  -2.59174
H  -0.87107  1.76743  -1.94318
H  0.93202  -1.57107  -2.61244
H  0.52066  -0.84352  -4.15844
H  3.56503  -0.57842  -2.06668
H  4.68279  -1.26547  -3.18478
H  4.78387  1.29567  -2.76453
H  4.96947  0.78273  -4.41618
H  3.42940  1.45212  -3.84032
H  1.79350  -3.09338  -3.85665
H  3.91972  -5.27836  -5.38243
H  2.46902  -4.30837  -5.70114
H  1.96741  -6.33714  -4.46976
H  1.75066  -5.12067  -3.40990
H  4.76767  -3.46801  -6.10969
H  4.72180  -0.77623  -5.52605
H  3.21765  -1.48124  -7.84040
H  4.75352  -2.34078  -7.67788
H  4.62649  0.68756  -7.49565
H  4.95278  -0.24316  -8.96061
H  6.70816  0.30208  -7.00393
H  1.99785  -1.83017  -5.80886
H  1.53790  1.09972  -4.99579
H  0.62937  -1.36990  -8.80564
H  -1.31262  1.13144  -7.59952
C  1.73511  3.11978  1.50965
O  0.32722  3.15445  1.65127
C  -0.11101  3.09323  3.00021
C  -0.45755  4.45729  3.55661
O  0.67332  5.30407  3.62769
C  0.75617  6.24471  2.57439
H  1.96250  3.37194  0.47436
H  2.23902  3.82582  2.17314
H  2.11547  2.11122  1.71482
H  0.65618  2.62466  3.62715
H  -1.00405  2.46085  3.02978
H  -0.84406  4.33075  4.57216
H  -1.24547  4.91695  2.94991
H  0.01746  7.04325  2.70100
H  0.60445  5.77366  1.59956
H  1.75262  6.68135  2.61122
C  1.55719  -2.42601  1.60538
O  1.63471  -1.01591  1.63586
C  1.00435  -0.42320  2.76276
C  1.98466  -0.04912  3.85047
O  2.60677  -1.18856  4.41776
C  3.91298  -1.43102  3.93455
H  2.24108  -2.77243  0.83034
H  1.84736  -2.86950  2.56083
H  0.54150  -2.76142  1.35904
H  0.24194  -1.08726  3.17841
H  0.50211  0.48660  2.41464
H  1.43075  0.45961  4.64392
H  2.73897  0.64259  3.45685
H  4.62525  -0.70564  4.34272
H  3.95345  -1.38984  2.84241
H  4.20044  -2.42726  4.26640
C  -1.09559  -1.55196  5.84405
O  -1.20130  -0.37808  5.05658
C  -2.41165  -0.27717  4.32761
C  -3.40847  0.64670  4.99263
O  -3.84450  0.14777  6.24234
C  -3.20515  0.74202  7.35727
H  -0.24826  -1.41535  6.51326
H  -2.00044  -1.72248  6.43118
H  -0.90718  -2.42975  5.21527
H  -2.86005  -1.26759  4.19139
H  -2.16973  0.12357  3.33651
H  -4.28828  0.73633  4.34721
H  -2.97177  1.64572  5.10462
H  -3.56712  1.76300  7.51840
H  -2.11963  0.76513  7.23356
H  -3.45378  0.13989  8.22909
C  -7.16458  -0.49125  4.17491
O  -7.21805  0.69272  3.39995
C  -8.39737  0.81887  2.62519
C  -9.41735  1.72779  3.27815
O  -9.89601  1.20061  4.50018
C  -9.29139  1.76605  5.64799
H  -6.35204  -0.37018  4.89089
H  -8.09438  -0.66611  4.72062
H  -6.95742  -1.36265  3.54304
H  -8.84390  -0.16551  2.44693
H  -8.11515  1.24343  1.65697
H  -10.27290  1.83527  2.60469
H  -8.98149  2.72121  3.43241
H  -9.65520  2.78454  5.82172
H  -8.20218  1.78799  5.56147
H  -9.57051  1.14481  6.49704

Löwdin population analysis, charges in e, atoms 1 to 2: -0.149, -0.497

---

(2)
ORCA calculation (wB97M-V/def2-TZVPD) on H10MnO5 as an isolated structure.

The net charge is +2. The HOMO-LUMO gap (alpha / beta) comes out at 11.772 / 13.113 eV. The electronic energy comes out at -1532.669158 a.u. As for the HOMO energy (alpha / beta): -19.371 / -21.037 eV. The spin multiplicity is 6. As for the strongest force on any atom: 0.99 eV Å⁻¹. Its expectation value of S² is 8.75.

Geometry (Å):
Mn  32.39235  8.30903  0.01202
O  32.77402  8.10442  -2.13773
H  32.13244  8.47397  -2.77050
H  33.43568  7.64927  -2.68541
O  31.60076  8.48613  2.06195
H  32.19470  8.16096  2.76183
H  31.31692  9.37350  2.35508
O  30.61260  7.18058  -0.45650
H  30.53932  6.66135  -1.27479
H  29.76138  7.06411  0.00112
O  33.41815  6.57959  0.59246
H  33.07008  5.85065  1.13705
H  34.35650  6.36583  0.44854
O  34.26779  9.34847  0.07737
H  34.89750  9.77454  -0.53044
H  34.72248  9.31735  0.93714

natural (NBO) population analysis, charges in e, atoms 1 to 2: 1.692, -1.015

---

(3)
ORCA calculation (wB97M-V/def2-TZVPD) on the molecule C9H17NO2Si at a distorted geometry.

Its energy above the lowest of the compared OMol25 structures with the same formula, charge and spin is 522.39 kJ/mol. The HOMO-LUMO gap (alpha / beta) comes out at 6.605 / 8.158 eV. The electronic energy comes out at -847.680692 a.u. As for the HOMO energy (alpha / beta): -6.974 / -7.959 eV. As for the strongest force on any atom: 3.68 eV Å⁻¹.

Geometry (Å):
C  1.79208  1.04451  -0.03127
C  2.03435  -1.77592  -0.07159
C  1.26253  -2.24923  1.13388
C  1.21055  -0.49494  -0.41524
C  -0.09977  -0.79857  0.09087
C  2.96110  1.43978  -0.85190
C  -2.81010  -0.88763  -0.92722
C  -1.40966  1.87099  -1.12240
C  -2.43130  0.36243  1.84034
N  1.24269  1.78049  0.80954
O  -0.05398  -1.94090  0.81011
O  0.23430  1.64309  1.49859
Si  -1.68610  0.34282  0.09298
H  3.03618  -1.50071  0.08018
H  1.97096  -2.37646  -0.98415
H  1.20929  -3.42466  1.44141
H  1.42969  -1.69911  2.06158
H  1.04434  -0.26430  -1.44536
H  3.87314  0.74104  -0.73574
H  3.25129  2.40927  -0.54430
H  2.50318  1.45017  -1.99214
H  -2.69237  -1.87961  -0.38982
H  -3.81214  -0.38233  -1.01250
H  -2.43028  -1.11025  -1.96159
H  -1.04563  1.55280  -2.18045
H  -2.36415  2.32970  -1.27777
H  -0.79221  2.74094  -0.72734
H  -2.99116  1.27391  2.23773
H  -2.93573  -0.58262  2.09077
H  -1.50110  0.38530  2.48280

natural (NBO) population analysis, charges in e, atoms 1 to 2: 0.132, -0.444

---

(4)
ORCA calculation (wB97M-V/def2-TZVPD) on a 2-piece molecular cluster, C5H12NO2 overall at a distorted geometry.

The net charge is +1. Its energy above the lowest of the compared OMol25 structures with the same formula, charge and spin is 78.30 kJ/mol. The HOMO-LUMO gap comes out at 11.679 eV. The electronic energy comes out at -402.692011 a.u. As for the HOMO energy: -14.754 eV. As for the strongest force on any atom: 2.53 eV Å⁻¹.

Geometry (Å):
O  1.09857  1.87429  1.31983
C  0.00043  1.46619  1.54416
C  -0.59186  0.39809  0.55053
N  0.42708  0.13776  -0.50543
C  0.76515  -1.32362  -0.63614
C  0.03432  -2.02383  0.49818
C  -0.57212  -0.91290  1.34957
H  -0.68924  1.76003  2.33895
H  -1.60650  0.54321  0.18580
H  0.27617  0.56044  -1.42356
H  1.27030  0.63203  -0.17961
H  0.62495  -1.69543  -1.65275
H  1.85583  -1.42162  -0.60056
H  0.72785  -2.76266  0.90535
H  -0.73218  -2.73508  0.18620
H  0.04028  -0.73649  2.24751
H  -1.52350  -1.26986  1.74505
H  0.03546  3.10056  -2.49158
H  -1.12083  2.22099  -2.96107
O  -0.32014  2.18791  -2.42041

natural (NBO) population analysis, charges in e, atoms 1 to 2: -0.495, 0.454

---

(5)
ORCA calculation (wB97M-V/def2-TZVPD) on a 2-piece molecular cluster, C14H24N3O9S2 overall at a distorted geometry.

The net charge is +1. Its energy above the lowest of the compared OMol25 structures with the same formula, charge and spin is 0.00 kJ/mol. The HOMO-LUMO gap comes out at 9.587 eV. The electronic energy comes out at -2185.234737 a.u. As for the HOMO energy: -12.882 eV. As for the strongest force on any atom: 1.40 eV Å⁻¹.

Geometry (Å):
C  0.35754  3.12103  5.59795
C  0.46974  2.31942  4.72053
N  0.95491  1.53311  3.71638
C  1.34905  0.21179  3.88991
C  1.79868  -0.21568  2.70336
C  2.35231  -1.58836  2.47450
C  2.01631  -2.21254  1.12272
O  0.72883  -1.77506  0.76538
N  1.67060  0.84834  1.82207
C  2.06790  0.83562  0.42964
O  2.98479  1.93015  0.25799
N  2.70026  2.63142  -0.94333
O  3.22880  3.66094  -0.95092
C  1.13242  1.90515  2.44531
C  0.77380  3.24605  1.90793
C  -0.73547  3.53550  2.16826
C  -1.56165  3.62955  0.87461
S  -3.04087  2.66940  1.15885
O  -3.82768  3.35587  2.12187
O  -2.65252  1.32963  1.47393
O  -3.84130  2.66658  -0.21380
H  0.26441  3.83926  6.37025
H  1.27858  -0.28993  4.83161
H  1.92407  -2.21758  3.24741
H  3.42524  -1.58373  2.65012
H  2.77859  -1.92555  0.39442
H  2.05995  -3.29688  1.21474
H  0.50583  -2.07295  -0.12186
H  2.61711  -0.06000  0.20437
H  1.23271  0.99845  -0.24266
H  0.95030  3.23212  0.84413
H  1.39921  3.98561  2.39709
H  -1.14363  2.72697  2.76422
H  -0.82965  4.43745  2.75656
H  -1.02189  3.28103  -0.00003
H  -1.88092  4.65544  0.72858
H  -3.21706  2.67420  -0.95438
O  -0.47019  -5.32164  -3.78732
S  -0.23680  -3.93451  -4.03195
O  -0.02485  -3.02722  -2.93729
O  -1.39274  -3.36704  -4.95620
C  -2.76140  -3.59045  -4.54903
C  -3.19620  -2.64875  -3.44424
C  1.07989  -3.75078  -5.18399
H  -2.89617  -4.63355  -4.26097
H  -3.35989  -3.41984  -5.44103
H  -2.66999  -2.86056  -2.51397
H  -4.26525  -2.75429  -3.26185
H  -2.98185  -1.61479  -3.71565
H  0.89509  -4.40445  -6.03145
H  1.99763  -4.03824  -4.67588
H  1.13164  -2.71097  -5.49553

natural (NBO) population analysis, charges in e, atoms 1 to 2: -0.115, 0.100

---

(6)
ORCA calculation (wB97M-V/def2-TZVPD) on C16H33NO4OsP2S as an isolated structure at a distorted geometry.

Its energy above the lowest of the compared OMol25 structures with the same formula, charge and spin is 186.27 kJ/mol. The HOMO-LUMO gap (alpha / beta) comes out at 5.486 / 7.479 eV. The electronic energy comes out at -2156.531189 a.u. As for the HOMO energy (alpha / beta): -4.972 / -7.563 eV. The spin multiplicity is 5. As for the strongest force on any atom: 4.92 eV Å⁻¹. Its expectation value of S² is 6.05.

Geometry (Å):
Os  0.18806  0.09430  0.17326
P  2.32056  -0.40551  -0.20642
P  -2.30761  -0.12609  0.09116
N  -0.10133  0.40783  -1.68424
H  1.18995  1.03999  1.04746
C  3.06226  -1.69563  -1.25924
H  4.15375  -1.72825  -1.11678
H  2.84210  -1.50794  -2.31767
H  2.64474  -2.67322  -1.00412
C  3.28693  -0.48476  1.33207
H  4.23509  -1.01627  1.12572
H  2.69499  -1.01688  2.08242
H  3.44006  0.54221  1.69238
C  2.94576  1.15979  -0.93262
H  4.04124  1.18653  -0.92577
H  2.57569  1.99344  -0.32684
H  2.59243  1.31758  -1.95750
C  -3.33417  -1.25340  -0.82470
H  -4.38219  -0.93517  -0.75317
H  -3.25384  -2.26967  -0.43670
H  -3.07358  -1.29217  -1.88409
C  -2.94768  -0.16269  1.77395
H  -4.02705  -0.25345  1.74835
H  -2.69880  0.76081  2.27787
H  -2.54178  -0.99646  2.33545
C  -2.80482  1.49218  -0.52075
H  -3.86810  1.63098  -0.36632
H  -2.59088  1.57841  -1.58119
H  -2.26276  2.26643  0.00571
C  -0.06760  1.29936  -2.68786
C  0.01980  1.85079  -5.06136
C  -0.03765  0.90475  -4.06307
C  -0.00506  2.68474  -2.40726
C  0.04531  3.62317  -3.42008
C  0.05125  3.21015  -4.75067
H  0.02571  1.54989  -6.10745
H  -0.05139  -0.15524  -4.27323
H  0.01942  2.97731  -1.35667
H  0.06821  4.67869  -3.15689
H  0.07129  3.96605  -5.53863
C  -0.56342  -3.59723  1.21556
O  -0.84594  -2.75803  0.33712
C  0.72319  -4.45066  1.07297
H  1.26495  -4.60383  2.02661
H  1.42603  -3.89264  0.41304
H  0.68261  -5.45384  0.66250
C  -1.05466  -3.37292  2.60172
H  -2.11996  -3.29782  2.63753
H  -0.63525  -2.32019  2.81408
H  -0.72484  -4.01429  3.38805
C  -0.66890  2.09105  4.09545
S  0.61431  1.32169  3.09432
O  1.86251  2.07213  3.04394
O  0.65552  -0.11590  3.39409
O  -0.20237  1.49048  1.61524
H  -0.12355  2.29177  5.01975
H  -1.47492  1.36434  4.23146
H  -0.97361  3.00329  3.57208

natural (NBO) population analysis, charges in e, atoms 1 to 2: 0.593, 1.056

---

(7)
ORCA calculation (wB97M-V/def2-TZVPD) on the molecule C5H6O at a distorted geometry.

Its energy above the lowest of the compared OMol25 structures with the same formula, charge and spin is 321.83 kJ/mol. The HOMO-LUMO gap comes out at 9.705 eV. The electronic energy comes out at -269.223661 a.u. As for the HOMO energy: -8.993 eV. The structure (SMILES) is O=C1C[C@H]2C[C@@H]12. As for the strongest force on any atom: 4.43 eV Å⁻¹.

Geometry (Å):
O  -1.20223  2.12956  0.18908
C  -0.66581  1.05425  0.08087
C  -1.11623  -0.24174  -0.63570
C  -0.04900  -1.08858  0.00384
C  1.24692  -0.42861  -0.21822
C  0.49596  0.44040  0.78758
H  -2.15649  -0.47789  -0.39764
H  -0.98076  -0.23865  -1.71744
H  -0.11772  -1.07429  1.24024
H  1.40031  -0.00051  -1.20605
H  2.14083  -0.89551  0.19578
H  1.00423  0.82156  1.67765

natural (NBO) population analysis, charges in e, atoms 1 to 2: -0.534, 0.561